# 1
Density functional theory data (ωB97M-V/def2-TZVPD) for a structure of composition C20H36HfNO3P2 in a non-equilibrium geometry.

ORCA input file:
```
! RIJCOSX wB97M-V def2-TZVPD def2/J DEFGRID3
* xyz 1 1
Hf 0.2667 -0.0383 -0.2182
P -1.7843 0.0721 -1.2361
P 2.2345 0.4665 0.8065
O -0.4618 0.1781 -4.9212
O -0.8885 0.6480 1.5916
O 0.7454 -1.8413 -3.5421
N 0.2417 2.0817 -0.6352
C -0.6127 2.5744 -1.5806
C -3.2452 0.4556 -0.1807
C 1.2945 -4.3074 -0.2814
C 0.2890 -2.0777 0.0920
C -2.3059 -0.4804 3.2073
C -0.7466 -4.1324 0.9946
C -0.4536 0.9356 3.9416
C 2.6585 -0.1998 2.4656
C -2.4041 -1.2086 -2.3937
C 0.3196 4.7929 -1.2875
C 1.3009 -2.9124 -0.4508
C -0.5958 3.9383 -1.9105
C 1.1907 4.2699 -0.3236
C 1.1211 2.9092 0.0005
C 1.9601 2.2970 1.0992
C -0.8720 -0.0440 2.8208
C -1.5232 1.5950 -2.2763
C -0.7271 -2.7387 0.8285
C 0.2651 -4.9306 0.4391
C 3.8231 0.3764 -0.1233
H -2.9928 1.3157 0.4602
H -4.1421 0.6803 -0.7849
H -1.5187 -2.1380 1.2923
H 4.6626 0.8314 0.4317
H -1.0281 1.2023 -3.1986
H -0.1955 -0.9173 2.7695
H -2.6547 -2.1033 -1.7991
H 2.0997 -4.9102 -0.7198
H -1.5568 -4.5981 1.5694
H 1.3710 2.3319 2.0370
H 3.6837 0.8865 -1.0903
H 3.5501 0.2840 2.9011
H 0.4689 -2.6816 -3.1330
H 2.8394 -1.2822 2.3549
H -2.2908 -1.0041 4.1873
H -2.4629 2.0818 -2.5928
H -3.4449 -0.4115 0.4709
H 0.5225 1.4165 3.7947
H -1.5849 -1.4590 -3.0836
H -1.2903 4.3133 -2.6678
H 0.2535 -6.0184 0.5693
H -2.8095 -1.1501 2.4985
H 0.3527 5.8558 -1.5472
H 2.8908 2.8679 1.2628
H -3.2898 -0.8666 -2.9553
H 2.1122 -2.4576 -1.0330
H 0.8796 -1.2445 -2.7453
H -2.9682 0.4084 3.2945
H -0.4247 0.4089 4.9198
H 1.9108 4.9116 0.1923
H 1.7848 -0.0651 3.1229
H 0.3476 0.6658 -5.1566
H 4.0456 -0.6850 -0.3255
H -0.0956 -0.6604 -4.5295
H 1.0670 -0.2585 -1.7052
H -1.1811 1.7734 4.0136
*
```

Its HOMO-LUMO gap is 7.99 eV. The value obtained for the lowest unoccupied orbital energy is -3.78 eV. For the maximum force, the calculation gives 8.7 eV/Å.



# 2
Density functional theory data (ωB97M-V/def2-TZVPD) for a structure of composition C20H36N3O14V in a non-equilibrium geometry.

ORCA input file:
```
! RIJCOSX wB97M-V def2-TZVPD def2/J DEFGRID3
* xyz 0 1
V 6.4280 -9.2025 -14.6989
O 11.9797 -5.0820 -13.0059
O 12.5161 -10.0147 -8.3907
O 4.8357 -10.1562 -13.6910
O 7.9733 -8.1713 -10.8242
O 7.1634 -11.2035 -15.4343
O 8.4149 -10.8149 -10.5287
O 5.5464 -8.6714 -15.9401
O 8.3800 -8.5540 -15.6520
O 12.1414 -7.4584 -8.8368
O 3.6419 -4.7863 -16.3030
O 8.0027 -10.4405 -13.5619
O 8.5794 -12.5141 -14.2612
O 5.8484 -4.5739 -18.3719
O 6.5500 -8.0521 -13.6025
N 9.8961 -8.6924 -17.3317
N 9.8116 -5.1867 -13.7225
N 2.6472 -10.5509 -13.4275
C 7.9100 -11.3564 -14.4255
C 11.4110 -9.6700 -9.0444
C 11.0562 -4.6477 -13.6603
C 9.0785 -8.5694 -10.2001
C 4.9371 -5.3129 -16.1730
C 11.2250 -8.1732 -9.1674
C 8.9629 -9.3068 -18.2538
C 11.1370 -8.1602 -17.8765
C 1.6015 -11.3924 -12.9335
C 9.2635 -10.0560 -10.1011
C 6.1307 -5.8169 -18.9470
C 8.8053 -4.6076 -14.5880
C 9.4957 -6.3747 -12.9683
C 9.9649 -7.6969 -9.7041
C 2.2744 -9.2393 -13.9411
C 10.4913 -10.5377 -9.4626
C 3.9185 -10.9183 -13.4071
C 6.0207 -4.5953 -16.9698
C 2.9567 -5.2370 -17.4480
C 9.4845 -8.3098 -16.1107
H 0.7638 -11.4157 -13.6326
H 9.4194 -10.1865 -18.7139
H 8.0532 -9.6213 -17.7536
H 2.0167 -4.6914 -17.5077
H 8.8813 -4.9667 -15.6140
H 11.9800 -8.8263 -17.6848
H 6.1099 -5.7174 -20.0305
H 10.5924 -11.6015 -9.2969
H 13.0558 -9.2069 -8.3106
H 4.9689 -6.4016 -16.2665
H 10.2852 -7.8218 -15.5341
H 3.0689 -8.8347 -14.5582
H 9.0831 -12.3919 -13.4447
H 1.9615 -12.4026 -12.7485
H 5.3945 -6.5852 -18.6659
H 2.1313 -8.5418 -13.1058
H 8.7186 -8.6103 -19.0623
H 6.0421 -3.5484 -16.6550
H 7.8198 -4.7751 -14.1522
H 11.1155 -3.7454 -14.2949
H 7.1119 -6.2050 -18.6365
H 10.4126 -6.7791 -12.5583
H 8.7459 -6.1708 -12.2016
H 7.5546 -8.9400 -11.2518
H 8.8978 -3.5160 -14.6031
H 11.0421 -8.0259 -18.9503
H 9.0137 -7.1203 -13.6118
H 1.1865 -11.0208 -11.9891
H 9.7747 -6.6352 -9.7790
H 2.7526 -6.3149 -17.3820
H 5.2481 -5.0958 -15.1405
H 3.5048 -5.0496 -18.3747
H 1.3189 -9.3177 -14.4521
H 7.0026 -5.0246 -16.7475
H 11.3557 -7.1961 -17.4191
H 4.0851 -11.9648 -13.1286
*
```

The value obtained for the energy above the lowest of the compared OMol25 structures with the same formula, charge and spin is 0.0 kJ/mol. Its HOMO-LUMO gap is 8.06 eV. The value obtained for the lowest unoccupied orbital energy is -0.96 eV. For the maximum force, the calculation gives 1.5 eV/Å.



# 3
Density functional theory data (ωB97M-V/def2-TZVPD) for an isolated molecule of C20H36NO5P.

ORCA input file:
```
! RIJCOSX wB97M-V def2-TZVPD def2/J DEFGRID3
* xyz 0 1
P -1.6137 3.2967 -0.2776
O -1.2213 2.1979 0.8230
O -2.7568 -0.6899 0.6564
O -2.1019 4.5675 0.2544
O -0.3738 3.4153 -1.2375
O -2.6107 2.4295 -1.1530
N 0.8777 3.7166 3.3770
C 1.0082 -2.7216 1.3313
C -4.0920 -0.4179 0.2514
C -0.0962 3.5523 2.4890
C -0.1942 2.3967 1.7292
C 1.0825 2.4521 -2.8756
C 0.5147 2.3011 -1.4783
C 2.7828 -4.0049 2.7374
C -4.1728 0.5586 -0.9195
C 2.6781 0.5044 -2.2033
C 1.7177 1.5498 2.8313
C -0.5179 -1.5706 -1.1793
C 0.4669 -0.9477 -2.1756
C 1.8249 -0.6125 -1.5404
C -0.1834 -3.3785 0.6232
C 0.7121 1.3710 1.9026
C 1.3670 -3.3950 2.6778
C 1.7623 2.7414 3.5389
C -3.8690 2.0187 -0.5773
C 2.0224 1.3089 -3.3309
C -0.2891 -3.0633 -0.8703
H 3.3406 -3.6412 3.6024
H 3.3670 -3.7472 1.8523
H 2.5432 2.9105 4.2723
H 0.6142 -3.4213 -1.3726
H -4.6032 -1.3482 -0.0253
H -0.4702 -0.9963 -0.2449
H -0.0331 1.3695 -1.3363
H -4.6330 2.6815 -0.9875
H 2.4586 0.7812 3.0120
H 1.3082 2.3642 -0.7302
H 0.7895 -1.6656 1.5115
H 2.4147 -1.5347 -1.5506
H 0.2649 2.5680 -3.5895
H 1.6406 3.3932 -2.8871
H 0.6364 -4.1855 2.8682
H 3.6016 0.0615 -2.5847
H 2.8202 1.7660 -3.9224
H 1.6846 -0.3731 -0.4808
H 1.2595 -2.6652 3.4824
H -1.5297 -1.4304 -1.5763
H 2.7510 -5.0925 2.8091
H -0.8160 4.3524 2.3581
H -2.3408 -1.2188 -0.0326
H 0.6374 -1.6770 -2.9733
H -1.1419 -3.6280 -1.2581
H 1.8703 -2.7801 0.6585
H -0.0764 -4.4628 0.7312
H -0.0039 -0.0661 -2.6078
H 0.6066 0.4577 1.3282
H -3.8605 2.1755 0.5048
H 1.4971 0.6424 -4.0182
H 3.0052 1.2079 -1.4314
H -5.1709 0.4870 -1.3606
H -4.5904 -0.0140 1.1344
H -3.4495 0.2361 -1.6754
H -1.1166 -3.0834 1.1159
*
```

The value obtained for the energy above the lowest of the compared OMol25 structures with the same formula, charge and spin is 0.0 kJ/mol. Its HOMO-LUMO gap is 10.15 eV. The value obtained for the lowest unoccupied orbital energy is 0.70 eV. For the maximum force, the calculation gives 0.4 eV/Å.



# 4
Density functional theory data (ωB97M-V/def2-TZVPD) for a structure of composition C20H37Br2N6O4 in a non-equilibrium geometry.

ORCA input file:
```
! RIJCOSX wB97M-V def2-TZVPD def2/J DEFGRID3
* xyz 1 1
Br 4.4258 -0.7339 -0.3112
Br 4.0305 -3.9416 -0.5366
O 0.6112 3.4241 -4.3586
O -1.6644 1.3399 2.2818
O 4.5421 2.0881 7.0048
O -4.6626 -1.8599 -1.0710
N 1.3599 -0.7832 1.9769
N 4.2172 1.0557 5.0469
N -4.6606 -0.0786 1.6564
N 1.5791 -0.7453 0.6727
N -0.5540 -0.7905 -3.3361
N 2.6664 2.5447 -4.2830
C 2.5567 -2.8573 0.0859
C 3.5240 0.7247 3.8204
C 3.8358 1.8468 -4.7714
C -0.3967 0.7463 0.2317
C -6.2803 -3.2584 0.0961
C -3.5049 0.3466 0.8350
C 1.5043 2.8206 -4.9360
C -5.6135 -1.8148 0.0177
C 1.2384 -3.6022 0.4968
C -4.9338 -1.5096 1.3886
C 2.7189 -1.5153 0.1724
C 1.3690 2.3609 -6.3637
C -2.7750 1.6153 1.3838
C 2.5281 2.6559 5.8528
C 3.8354 1.9240 6.0278
C -0.6543 0.7116 1.7006
C 1.1183 0.0205 -1.6677
C 0.7608 -0.0082 -0.1390
C 0.5366 -1.2479 -2.4345
C 0.3450 -0.0942 2.4226
H -5.4676 0.4274 1.2821
H 3.3264 -0.3495 3.8149
H 2.3658 3.3045 6.7105
H 0.2126 -0.1217 3.5300
H 0.4037 -3.3777 -0.1984
H -7.1500 -3.3517 -0.5947
H 2.5575 3.2735 4.9529
H 5.1004 0.6050 5.2340
H -2.4667 2.3387 0.5863
H -4.0050 -2.1156 1.5283
H 1.4492 1.2738 -6.4199
H 4.6923 2.5186 -4.6918
H -1.1198 -0.0649 -2.8936
H -2.8050 -0.5042 0.6274
H 4.1762 0.9691 2.9778
H 0.3923 2.6545 -6.7414
H 2.2013 0.1869 -1.8491
H -3.9100 0.6372 -0.1775
H -5.5148 -3.9997 -0.2543
H 1.4810 -4.6797 0.5976
H 1.0112 -3.2368 1.5330
H 2.1347 2.8275 -6.9855
H -5.6441 -1.8655 2.1800
H -1.2070 -1.5579 -3.5201
H -6.5322 -3.5164 1.1490
H 3.9960 0.9809 -4.1244
H -1.0264 1.3273 -0.4631
H 0.1779 -2.0455 -1.7413
H 1.7010 1.9451 5.7954
H 3.7355 1.5147 -5.8003
H 2.6806 2.8845 -3.3333
H 1.3569 -1.5903 -3.1118
H 2.5869 1.2655 3.7203
H -5.1588 -1.9600 -1.9013
H -3.5285 2.1727 1.9970
H -6.3970 -1.0540 -0.2525
H 0.5900 0.8989 -2.1249
*
```

Its HOMO-LUMO gap is 6.81 eV. The value obtained for the lowest unoccupied orbital energy is -4.57 eV. For the maximum force, the calculation gives 4.2 eV/Å.



Number 2 is which compound? C20H36N3O14V



maximum force of number 3 (C20H36NO5P)? 0.4 eV/Å